(1)
{"formula": "C16H31N3O2", "method": "wB97M-V/def2-TZVPD", "symbols": ["C", "H", "C", "H", "H", "O", "C", "O", "N", "H", "C", "H", "H", "C", "C", "C", "C", "N", "C", "C", "H", "H", "H", "H", "H", "C", "C", "H", "H", "H", "H", "H", "H", "H", "N", "C", "C", "H", "H", "H", "H", "H", "C", "C", "H", "H", "H", "H", "H", "H", "H", "H"], "xyz": [[5.17, 2.61, -1.36], [6.15, 3.04, -1.53], [5.11, 1.21, -1.94], [5.83, 0.56, -1.43], [5.31, 1.22, -3.01], [3.81, 0.64, -1.82], [3.51, 0.09, -0.61], [4.26, 0.06, 0.33], [2.27, -0.46, -0.65], [1.70, -0.24, -1.44], [1.61, -0.92, 0.55], [1.03, -1.81, 0.31], [2.39, -1.18, 1.27], [0.71, 0.17, 1.17], [-0.29, 0.60, 0.19], [-1.14, 0.96, -0.58], [-2.19, 1.27, -1.54], [-2.97, 0.10, -1.93], [-3.73, -0.47, -0.83], [-5.01, -1.13, -1.32], [-4.80, -2.00, -1.94], [-5.59, -0.42, -1.90], [-5.61, -1.46, -0.47], [-3.13, -1.20, -0.26], [-4.00, 0.34, -0.15], [-2.18, -0.89, -2.65], [-1.84, -0.43, -4.06], [-1.11, 0.37, -4.06], [-2.74, -0.09, -4.56], [-1.43, -1.27, -4.63], [-2.78, -1.80, -2.72], [-1.26, -1.14, -2.10], [-1.75, 1.70, -2.44], [-2.87, 2.01, -1.11], [0.12, -0.32, 2.41], [-0.05, 0.72, 3.42], [1.26, 0.98, 4.16], [1.61, 0.06, 4.62], [1.10, 1.73, 4.94], [2.03, 1.34, 3.49], [-0.79, 0.38, 4.13], [-0.42, 1.65, 2.97], [-1.03, -1.18, 2.25], [-1.02, -2.29, 3.30], [-1.86, -2.96, 3.14], [-0.10, -2.86, 3.23], [-1.10, -1.88, 4.30], [-0.99, -1.64, 1.26], [-1.97, -0.62, 2.31], [1.35, 1.02, 1.41], [4.42, 3.25, -1.82], [4.99, 2.57, -0.29]], "mulliken_charge": [-1.082, 0.363, -0.214, 0.316, 0.293, -0.432, 0.720, -0.632, 0.010, 0.197, -1.262, 0.180, 0.355, 0.336, -0.628, 0.848, -1.551, 0.266, -0.206, -1.404, 0.305, 0.348, 0.431, 0.052, 0.453, -0.142, -1.466, 0.304, 0.334, 0.436, 0.460, 0.033, 0.317, 0.370, 0.632, -0.598, -1.260, 0.297, 0.430, 0.302, 0.477, 0.308, -0.460, -1.395, 0.449, 0.300, 0.297, 0.286, 0.342, 0.291, 0.284, 0.307], "e_homo_ev": -8.51, "smiles": "CCOC(=O)NC[C@@H](C#CCN(CC)CC)N(CC)CC", "orbital_gap_ha": 0.34132, "lumo_ev": 0.8}

***

(2)
{"formula": "C16H31NO3", "method": "wB97M-V/def2-TZVPD", "symbols": ["C", "O", "C", "C", "C", "C", "C", "C", "C", "C", "C", "C", "O", "C", "C", "N", "C", "C", "C", "O", "H", "H", "H", "H", "H", "H", "H", "H", "H", "H", "H", "H", "H", "H", "H", "H", "H", "H", "H", "H", "H", "H", "H", "H", "H", "H", "H", "H", "H", "H", "H"], "xyz": [[-3.88, 2.78, 3.86], [-4.10, 2.13, 2.62], [-3.08, 2.37, 1.67], [-3.35, 1.52, 0.44], [-2.09, 1.09, -0.31], [-1.08, 2.20, -0.58], [0.28, 1.66, -1.08], [1.44, 1.96, -0.14], [1.35, 1.20, 1.18], [1.39, -0.34, 1.07], [2.39, -0.94, 0.08], [3.74, -1.36, 0.71], [4.12, -2.63, 0.19], [3.24, -2.94, -0.88], [1.93, -2.32, -0.40], [0.73, -2.39, -1.23], [0.15, -3.74, -1.30], [0.76, -1.69, -2.43], [-0.56, -1.57, -3.16], [1.75, -1.13, -2.83], [-3.23, 3.66, 3.75], [-4.85, 3.10, 4.25], [-3.41, 2.10, 4.57], [-3.06, 3.44, 1.43], [-2.10, 2.11, 2.11], [-4.03, 2.05, -0.23], [-3.88, 0.63, 0.80], [-2.39, 0.67, -1.27], [-1.60, 0.27, 0.24], [-1.49, 2.88, -1.33], [-0.90, 2.77, 0.34], [0.50, 2.04, -2.08], [0.19, 0.57, -1.17], [1.43, 3.04, 0.09], [2.39, 1.76, -0.63], [2.19, 1.51, 1.81], [0.42, 1.47, 1.70], [0.39, -0.73, 0.85], [1.64, -0.72, 2.06], [2.57, -0.32, -0.80], [4.52, -0.62, 0.50], [3.65, -1.41, 1.80], [3.59, -2.44, -1.79], [3.22, -4.02, -1.05], [1.67, -2.86, 0.52], [0.91, -4.48, -1.01], [-0.20, -3.97, -2.30], [-0.69, -3.85, -0.61], [-0.41, -1.81, -4.21], [-0.85, -0.52, -3.10], [-1.34, -2.18, -2.73]], "mulliken_charge": [-0.723, -0.392, -0.454, -0.790, 0.105, -0.869, 0.746, -1.393, -0.539, -0.961, 0.283, -0.716, -0.458, -0.413, -1.071, 0.402, -1.140, 0.734, -1.361, -0.585, 0.324, 0.265, 0.247, 0.316, 0.326, 0.259, 0.413, 0.267, 0.002, 0.313, 0.253, 0.609, -0.910, 0.474, 0.537, 0.443, 0.055, 0.136, 0.623, 0.375, 0.285, 0.363, 0.302, 0.370, 0.748, 0.373, 0.499, 0.277, 0.345, 0.278, 0.425], "e_homo_ev": -9.16, "smiles": "COCCCCCCCC[C@H]1COC[C@@H]1N(C)C(C)=O", "orbital_gap_ha": 0.36335, "lumo_ev": 0.7}

***

(3)
{"formula": "C16H31NP2Pt", "method": "wB97M-V/def2-TZVPD", "symbols": ["P", "P", "C", "C", "H", "H", "H", "H", "C", "H", "H", "H", "C", "H", "H", "H", "C", "H", "H", "H", "C", "H", "H", "H", "Pt", "C", "C", "C", "C", "C", "C", "C", "C", "C", "H", "H", "H", "H", "H", "H", "H", "H", "H", "H", "H", "H", "H", "H", "H", "N", "C"], "xyz": [[-2.30, 1.73, 1.95], [-1.34, -0.10, -3.25], [-3.31, 0.36, -1.18], [-3.14, -0.15, -2.60], [-4.30, 0.95, -1.07], [-3.45, -0.45, -0.39], [-3.44, -1.21, -2.46], [-3.82, 0.40, -3.29], [-1.40, 1.48, -4.31], [-0.41, 1.52, -4.84], [-1.39, 2.40, -3.70], [-2.18, 1.55, -5.08], [-1.49, -1.46, -4.44], [-1.62, -1.15, -5.48], [-2.24, -2.20, -4.14], [-0.51, -1.96, -4.33], [-2.33, 3.43, 2.74], [-1.74, 3.50, 3.67], [-3.39, 3.68, 2.96], [-1.90, 4.14, 2.01], [-3.57, 0.62, 2.68], [-4.06, -0.02, 1.93], [-4.34, 1.21, 3.17], [-3.13, 0.01, 3.48], [-2.83, 2.38, -0.41], [-4.95, 2.45, -2.33], [-3.79, 3.21, -2.26], [-3.90, 4.71, -2.07], [-4.57, 4.95, -0.72], [-4.04, 3.89, 0.21], [-4.73, 2.74, 0.64], [-6.04, 2.26, 0.02], [-6.20, 2.57, -1.49], [-0.68, 1.14, 2.47], [-4.98, 1.65, -3.12], [-3.00, 2.93, -2.95], [-4.51, 5.24, -2.83], [-2.88, 5.09, -2.01], [-4.31, 5.92, -0.27], [-5.66, 4.85, -0.63], [-3.40, 4.33, 0.95], [-4.68, 2.48, 1.72], [-6.89, 2.77, 0.52], [-6.18, 1.18, 0.26], [-6.93, 1.82, -1.85], [-6.68, 3.56, -1.62], [-0.29, 0.25, 1.99], [-0.85, 0.93, 3.55], [0.03, 1.99, 2.48], [0.04, 1.24, -0.38], [-1.00, 1.77, -0.56]], "mulliken_charge": [0.817, 0.186, -0.430, -0.523, -0.244, 0.265, 0.547, 0.053, -1.203, 0.420, 0.420, 0.389, -0.998, 0.310, 0.279, 0.345, -1.387, 0.478, 0.379, 0.396, -1.314, 0.282, 0.477, 0.431, 1.263, -1.141, 1.059, -1.039, -0.920, -0.447, -0.100, -1.312, -0.639, -1.492, 0.485, -0.373, 0.367, 0.305, 0.421, 0.279, 0.426, 0.561, 0.371, 0.259, 0.404, 0.388, 0.367, 0.540, 0.361, -0.792, 0.024], "e_homo_ev": [-6.21, -7.62], "spin_multiplicity": 3, "orbital_gap_ha": [0.24161, 0.26098], "lumo_ev": [0.4, -0.5]}

***

(4)
{"formula": "C16H31NP2SeSn", "method": "wB97M-V/def2-TZVPD", "symbols": ["P", "P", "C", "C", "H", "H", "H", "H", "C", "H", "H", "H", "C", "H", "H", "H", "C", "H", "H", "H", "C", "H", "H", "H", "Sn", "C", "C", "C", "C", "C", "C", "C", "C", "C", "H", "H", "H", "H", "H", "H", "H", "H", "H", "H", "H", "H", "H", "H", "H", "Se", "C", "N"], "xyz": [[0.28, 0.67, -2.58], [1.55, -2.23, 0.01], [1.69, -0.40, -2.15], [1.28, -1.83, -1.75], [2.27, 0.12, -1.36], [2.33, -0.44, -3.04], [0.23, -2.06, -2.00], [1.88, -2.54, -2.32], [3.35, -2.29, 0.26], [3.59, -2.44, 1.32], [3.83, -1.36, -0.08], [3.75, -3.13, -0.33], [0.85, -3.85, 0.28], [1.62, -4.60, 0.07], [0.00, -4.01, -0.40], [0.50, -3.96, 1.32], [0.89, 2.26, -3.12], [0.14, 3.02, -2.84], [1.01, 2.26, -4.21], [1.85, 2.51, -2.63], [-0.77, -0.04, -3.86], [-0.94, -1.12, -3.71], [-0.31, 0.11, -4.84], [-1.74, 0.48, -3.86], [-3.74, -0.06, 2.78], [0.92, -0.98, 1.16], [1.85, 0.10, 1.45], [1.72, 1.50, 1.10], [0.27, 2.14, 0.96], [-0.39, 2.06, -0.31], [-0.74, 0.90, -1.14], [-1.21, -0.39, -0.39], [-0.62, -0.70, 0.99], [-3.68, 2.07, 2.20], [0.98, -1.63, 2.06], [2.71, -0.20, 2.08], [2.32, 1.69, 0.18], [2.24, 2.08, 1.89], [-0.35, 1.82, 1.81], [0.46, 3.21, 1.16], [-0.67, 3.01, -0.76], [-1.64, 1.24, -1.70], [-1.20, -1.28, -1.05], [-2.30, -0.22, -0.22], [-0.94, 0.06, 1.71], [-1.13, -1.61, 1.35], [-4.70, 2.39, 1.92], [-3.00, 2.17, 1.34], [-3.31, 2.66, 3.05], [-4.47, 1.41, 7.55], [-4.31, 0.90, 5.89], [-4.20, 0.54, 4.75]], "mulliken_charge": [0.688, 0.754, -0.882, -1.183, 0.442, 0.571, 0.588, 0.684, -1.385, 0.447, 0.417, 0.486, -1.326, 0.452, 0.448, 0.426, -1.255, 0.439, 0.472, 0.400, -1.307, 0.377, 0.464, 0.474, 0.743, 0.897, -1.506, -0.648, -0.726, -1.663, 0.754, -0.885, -1.138, -1.248, 0.657, 0.441, 0.224, 0.585, 0.175, 0.596, 0.526, 0.613, 0.425, 0.380, -0.023, 0.522, 0.476, 0.187, 0.358, -0.091, 0.293, -0.617], "e_homo_ev": [-11.67, -11.67], "total_charge": 2, "orbital_gap_ha": [0.18964, 0.18986], "lumo_ev": [-6.5, -6.5]}